[1]
Formula: C27H33N4O3
Source: the Open Molecules 2025 dataset
Level of theory: ωB97M-V/def2-TZVPD

```
67
Properties=species:S:1:pos:R:3:forces:R:3
C 3.31797 -1.30309 -1.69440 -1.30 0.89 -0.02
C 4.82006 -1.30867 -1.67297 1.29 1.09 0.04
N 5.33491 0.09766 -1.66928 -0.21 0.00 0.06
C 4.84958 0.81172 -2.88960 1.22 -0.52 0.92
C 3.34781 0.81465 -2.91265 -1.33 -0.36 0.67
N 2.79335 0.10418 -1.71514 0.49 0.01 0.17
C 3.30432 0.80171 -0.47866 -1.37 -0.46 -0.88
C 4.80594 0.79929 -0.45374 1.33 -0.58 -0.97
H 2.94073 -1.81947 -2.58429 -0.19 0.03 0.22
H 2.92895 -1.76987 -0.78261 -0.21 -0.06 -0.26
H 5.19086 -1.78091 -0.75722 0.16 -0.07 -0.27
H 5.22488 -1.81277 -2.55663 0.14 0.02 0.24
H 5.23478 1.83564 -2.83944 0.17 -0.22 -0.17
H 5.25113 0.29021 -3.76461 0.17 0.21 0.14
H 2.97184 1.84361 -2.87636 -0.20 -0.22 -0.17
H 2.97908 0.30006 -3.80787 -0.18 0.19 0.12
H 2.92098 1.82755 -0.49935 -0.20 -0.23 0.13
H 2.90642 0.25470 0.38314 -0.20 0.25 -0.10
H 5.18132 0.25316 0.41795 0.15 0.25 -0.08
H 5.20016 1.82100 -0.46859 0.13 -0.22 0.14
C -4.71979 2.48038 1.37733 0.25 -0.15 0.10
O -3.82723 1.50263 1.96430 -0.38 0.57 -0.13
C -2.90060 1.98244 2.82305 0.06 0.64 -0.02
C -2.86073 3.31406 3.28117 0.00 -0.40 -0.27
C -1.84091 3.70674 4.14219 -0.02 -0.18 0.00
C -0.89063 2.80025 4.59528 0.04 -0.52 -0.09
C -0.94828 1.46413 4.15070 0.17 0.54 0.21
O -0.10038 0.49481 4.56865 0.44 0.38 0.42
C 0.89794 0.88632 5.54461 -0.27 -0.04 -0.27
C -1.92051 1.07481 3.22759 -0.15 0.24 0.45
N -1.97180 -0.29244 2.79819 -0.61 -1.13 -0.51
C -2.07116 -0.75975 1.51385 1.21 -0.80 2.54
C -1.63998 0.01620 0.36164 1.21 3.05 -1.72
C -1.91573 -0.55099 -0.96374 -0.13 0.40 0.01
C -1.14650 -0.26863 -2.04111 -0.32 0.13 0.50
C -1.24717 -0.95045 -3.31932 -0.21 -0.48 -1.14
C -0.24880 -0.73319 -4.29985 -0.31 0.01 0.53
C -0.25512 -1.42679 -5.50520 -0.32 -0.19 -0.01
C -1.27603 -2.35264 -5.77465 0.21 0.32 0.35
C -2.28359 -2.57115 -4.82602 0.03 0.20 0.20
C -2.28319 -1.87191 -3.61621 0.55 0.13 -0.16
O -1.01604 1.08078 0.54479 -1.16 -2.23 -0.11
N -2.07875 -2.11243 1.58964 -0.67 0.62 0.56
C -2.05534 -3.06215 0.49128 -0.02 -0.79 -0.46
C -2.12588 -2.50114 2.92161 0.26 0.17 -0.75
C -2.03803 -1.37851 3.66408 -0.02 0.80 -0.36
H -5.36518 1.90343 0.71796 0.03 0.15 0.05
H -5.31820 3.00473 2.13767 0.16 -0.34 -0.17
H -4.13921 3.22032 0.80812 -0.16 -0.25 0.08
H -3.60743 4.03277 2.94337 0.33 -0.26 0.17
H -1.78968 4.74148 4.47857 -0.05 -0.26 -0.08
H -0.10664 3.10344 5.28964 -0.37 -0.02 -0.29
H 1.45024 -0.02790 5.75196 0.01 0.16 0.03
H 1.56380 1.65965 5.13582 -0.15 -0.31 0.03
H 0.42619 1.26958 6.46151 0.07 -0.21 -0.27
H -2.79293 -1.19349 -1.02199 0.43 -0.05 -0.12
H -0.37477 0.50077 -1.95005 0.04 -0.42 0.17
H 0.53675 -0.01124 -4.06926 -0.13 -0.22 -0.12
H 0.53584 -1.24640 -6.23501 -0.28 -0.07 0.19
H -1.28328 -2.89639 -6.71915 -0.01 0.13 0.27
H -3.07591 -3.29445 -5.02721 0.23 0.26 0.02
H -3.07796 -2.03976 -2.88725 0.18 -0.03 -0.30
H -1.89611 -4.05538 0.92639 -0.02 0.28 -0.13
H -3.01222 -3.07547 -0.05040 0.35 0.04 0.24
H -1.23944 -2.84257 -0.21155 -0.31 -0.04 0.34
H -2.18756 -3.54020 3.20350 0.03 0.13 -0.02
H -1.98716 -1.24470 4.72583 -0.10 0.05 0.10
```
Positions in Å, forces in eV/Å.

Gap between HOMO and LUMO, eV: 5.893
E_LUMO, eV: -3.9239
Total charge: +1

[2]
Formula: C5H7ClO2
Source: the Open Molecules 2025 dataset
Level of theory: ωB97M-V/def2-TZVPD

```
15
Properties=species:S:1:pos:R:3:forces:R:3
C 1.37874 -1.59674 -0.92170 -0.81 0.43 -1.35
C 0.31102 -1.18961 0.06191 -0.15 1.59 0.32
C 1.56696 0.74421 0.68007 1.30 -2.43 3.46
C 0.46473 1.13418 -0.17410 -1.80 3.75 -2.30
C -0.46585 -0.05138 -0.50893 -1.90 0.87 -2.59
H 2.02599 -0.73940 -1.44131 -1.99 -2.07 0.73
H 0.77448 -2.32757 -1.55689 1.56 1.09 0.01
H 1.99786 -2.11577 -0.27296 1.90 -1.51 0.60
H -0.37406 -1.98743 0.35023 0.51 -0.21 -0.02
H 1.60380 1.50806 1.66683 0.54 -2.22 -3.01
H 2.65414 0.39518 0.03462 -3.35 1.41 2.52
H -0.78549 0.03176 -1.64470 1.50 -0.53 2.09
O 0.79239 -0.56556 1.28922 2.51 1.54 -1.79
O 0.33415 2.28594 -0.61152 0.07 -2.57 0.84
Cl -2.14368 -0.16305 0.15406 0.12 0.83 0.49
```
Positions in Å, forces in eV/Å.

Gap between HOMO and LUMO, eV: 10.005
E_LUMO, eV: -0.0230

[3]
Formula: C4H4O3
Source: the Open Molecules 2025 dataset
Level of theory: ωB97M-V/def2-TZVPD

```
11
Properties=species:S:1:pos:R:3:forces:R:3
C 0.62120 -0.91118 1.50281 0.01 0.06 -0.02
C 0.16284 0.22967 0.63555 0.04 0.44 0.15
O 0.19490 1.39898 0.93893 -0.05 -0.46 -0.14
C -0.42442 -0.13217 -0.74366 -0.85 -0.27 -0.18
O -0.50611 -1.27161 -1.12501 0.01 1.02 0.09
C -0.86255 1.08332 -1.66185 1.24 1.51 -2.60
O -0.05680 1.39101 -2.54756 2.97 -1.86 0.02
H -0.19779 -1.62402 1.64714 0.11 0.11 -0.05
H 0.96561 -0.52578 2.46541 -0.08 -0.03 -0.21
H 1.42944 -1.45772 1.00532 -0.12 0.08 0.02
H -1.42451 1.90363 -2.16746 -3.27 -0.60 2.92
```
Positions in Å, forces in eV/Å.

Gap between HOMO and LUMO, eV: 8.450
E_LUMO, eV: -0.9372